(1)
One molecule with the formula C3H6N2O3 at a distorted geometry. Source: OMol25; level of theory: ωB97M-V/def2-TZVPD.

```
! wB97M-V def2-TZVPD RIJCOSX def2/J DEFGRID3
* xyz 0 1
N 1.8381 0.0817 -1.7059
C 1.8884 0.2624 -0.3745
O 2.6873 1.0029 0.1607
C 0.7220 -0.2776 0.5011
N -0.5769 -0.2550 -0.2131
C -1.8134 -0.2295 0.3479
O -2.8279 -0.3090 -0.3131
O -1.8173 -0.0857 1.6822
H 1.1848 -0.4417 -2.2589
H 2.6894 0.2187 -2.2445
H 0.7117 0.3098 1.4293
H 0.8789 -1.3350 0.6878
H -0.5853 -0.6454 -1.1422
H -2.7407 -0.0042 1.9601
*
```

Values from the calculation:
Kohn-Sham gap	10.3	eV
structure (SMILES)	NC(=O)CNC(=O)O
DFT total energy	-12331.84899	eV
ΔE to the lowest compared entry with this formula, charge and spin	36.6	kJ/mol

(2)
A 2-piece molecular cluster, C3H6N2O3 overall at a distorted geometry. Source: OMol25; level of theory: ωB97M-V/def2-TZVPD.

```
! wB97M-V def2-TZVPD RIJCOSX def2/J DEFGRID3
* xyz 0 1
C 0.0575 -0.6713 -0.8405
C 1.0389 0.6510 0.9218
C -0.5256 -1.2407 1.3615
N 0.1458 -0.3595 0.4074
N -0.5304 1.8137 -3.0167
O -0.2872 -1.5462 -1.5454
O -1.7220 1.9605 -2.9890
O 0.1354 1.0613 -2.2433
H 1.9477 0.1770 1.3026
H 1.2981 1.3346 0.1170
H 0.5581 1.1952 1.7331
H -0.9896 -0.6320 2.1359
H -1.3007 -1.7997 0.8399
H 0.1740 -1.9438 1.8159
*
```

Values from the calculation:
Kohn-Sham gap (alpha / beta)	7.6 / 6.4	eV
DFT total energy	-12325.80149	eV
ΔE to the lowest compared entry with this formula, charge and spin	620.1	kJ/mol

(3)
One molecule with the formula C3H6N2O3 at a distorted geometry. Source: OMol25; level of theory: ωB97M-V/def2-TZVPD.

```
! wB97M-V def2-TZVPD RIJCOSX def2/J DEFGRID3
* xyz 0 1
C 1.0137 -1.4621 -0.1082
C -0.1805 -0.5347 -0.1102
C -0.2287 0.8948 -0.3922
N 1.0770 1.6639 -0.3070
O 1.9616 1.3555 0.3785
O 1.0945 2.6074 -1.0520
N -1.3915 -1.1706 0.5966
O -2.3385 -0.1438 0.9230
H 0.5443 -2.4137 0.1159
H 1.6087 -1.5899 -0.9791
H 1.5805 -1.1836 0.6658
H -0.9352 1.3978 0.2595
H -0.7243 1.1623 -1.3353
H -3.0817 -0.5835 1.3447
*
```

Values from the calculation:
Kohn-Sham gap (alpha / beta)	9.4 / 9.4	eV
structure (SMILES)	C/C(C[N+](=O)[O-])=N/O
DFT total energy	-12324.46279	eV
ΔE to the lowest compared entry with this formula, charge and spin	749.2	kJ/mol

(4)
C3H6N2O3 as an isolated structure at a distorted geometry. Source: OMol25; level of theory: ωB97M-V/def2-TZVPD.

```
! wB97M-V def2-TZVPD RIJCOSX def2/J DEFGRID3
* xyz 0 1
C -0.8775 0.6470 0.8264
C -0.3492 -0.3962 -1.2289
C 0.9453 -0.5816 -1.9538
H -0.4283 0.5184 4.0003
H 0.4781 -0.5533 2.7612
H -1.5881 1.4444 0.1824
H 0.6735 -1.3436 -2.8766
H 0.9361 0.7648 -2.3301
H 2.5030 -0.0958 -0.9700
N 0.2667 0.5609 2.9709
N -0.7541 1.2705 2.0371
O -0.0783 -0.1809 0.1365
O -1.3385 -0.2513 -1.7078
O 1.7325 -1.0141 -1.1393
*
```

Values from the calculation:
Kohn-Sham gap	8.7	eV
DFT total energy	-12323.23077	eV
ΔE to the lowest compared entry with this formula, charge and spin	868.1	kJ/mol

(5)
One molecule with the formula C3H6N2O4 at a distorted geometry. Source: OMol25; level of theory: ωB97M-V/def2-TZVPD.

```
! wB97M-V def2-TZVPD RIJCOSX def2/J DEFGRID3
* xyz 0 1
C 0.5386 1.7398 0.7293
N -0.3808 1.1247 -0.2259
C -1.6106 0.1561 0.2750
O -2.5414 0.3526 0.9438
C -0.6372 -0.5418 -0.6627
O -0.9692 -0.8193 -1.8173
N 0.2722 -1.3767 0.1253
O -0.0073 -2.7189 -0.1590
O 1.5919 -1.0610 -0.3084
H 0.2398 2.7796 0.8877
H 0.4709 1.1938 1.6682
H 1.5651 1.7184 0.3681
H -0.4491 1.5865 -1.1265
H -0.2292 -2.7462 -1.1102
H 2.1465 -1.3877 0.4125
*
```

Values from the calculation:
Kohn-Sham gap	10.1	eV
structure (SMILES)	C[N@@H+]1C(=O)[C@]1([O-])N(O)O
DFT total energy	-14372.95160	eV
ΔE to the lowest compared entry with this formula, charge and spin	682.5	kJ/mol

(6)
One molecule with the formula C3H6N2OS at a distorted geometry. Source: OMol25; level of theory: ωB97M-V/def2-TZVPD.

```
! wB97M-V def2-TZVPD RIJCOSX def2/J DEFGRID3
* xyz 0 1
C -0.0711 1.2395 -0.0132
N 0.6043 -0.0039 0.1333
C 1.9126 -0.0045 -0.0087
O 2.7510 -0.9219 -0.1173
C -0.1243 -1.2450 0.1001
N -1.3803 -1.5225 -0.0678
S -2.6037 -0.1491 -0.0680
H -0.6478 1.0590 -0.9076
H 0.6224 2.0350 -0.1969
H -0.5315 1.6323 0.9993
H 2.4365 0.8709 -0.2462
H 0.6543 -2.1157 0.2475
H -3.6226 -0.8744 0.1454
*
```

Values from the calculation:
Kohn-Sham gap	9.7	eV
structure (SMILES)	CN(C=O)/C=N\S
DFT total energy	-19068.89782	eV
ΔE to the lowest compared entry with this formula, charge and spin	315.4	kJ/mol